Arrangement w

2 unconnected molecules or ions with the total composition C4H12NO, computed with ωB97M-V/def2-TZVPD.

Results
E_HOMO: -12.78 eV
Kohn-Sham gap: 9.28 eV

Geometry as ORCA input:
```
! RIJCOSX wB97M-V def2-TZVPD def2/J DEFGRID3
* xyz 1 1
C 0.34 1.23 2.30
N 0.33 1.26 0.80
H -0.62 1.56 2.67
H 0.52 0.22 2.64
H 1.13 1.87 2.68
H -0.26 2.02 0.47
H -0.07 0.39 0.39
H 1.28 1.37 0.43
C 1.16 -1.35 -1.15
C -0.08 -0.66 -1.64
C -1.26 -0.87 -1.07
O -2.37 -0.19 -1.47
H 2.01 -0.66 -1.11
H 1.04 -1.78 -0.16
H 1.49 -2.15 -1.82
H -0.02 -0.01 -2.50
H -1.43 -1.65 -0.33
H -3.17 -0.59 -1.11
*
```

=====

Arrangement x

2 unconnected molecules or ions with the total composition C4H12NO, computed with ωB97M-V/def2-TZVPD.

Results
E_HOMO: -14.43 eV
Kohn-Sham gap: 11.13 eV

Geometry as ORCA input:
```
! RIJCOSX wB97M-V def2-TZVPD def2/J DEFGRID3
* xyz 1 1
C 0.73 -0.87 -1.35
N 1.67 -0.92 -0.05
C 1.60 0.58 0.54
C 0.21 0.91 0.20
C -0.08 0.41 -1.20
H 0.09 -1.74 -1.57
H 1.44 -0.85 -2.17
H 1.21 -1.53 0.63
H 2.66 -1.07 -0.19
H 1.83 0.73 1.59
H 2.23 0.97 -0.25
H 0.12 2.01 0.08
H -0.54 0.64 0.94
H -1.16 0.31 -1.26
H 0.36 1.09 -1.93
H -3.90 0.68 2.00
H -3.63 -0.87 1.72
O -3.42 0.03 1.46
*
```

=====

Arrangement y

A gas-phase ion, C4H12NO (charge +1), computed with ωB97M-V/def2-TZVPD.

Results
SMILES: C[C@@H]([NH3+])[C@@H](C)O
E_HOMO: -15.11 eV
Kohn-Sham gap: 11.80 eV

Geometry as ORCA input:
```
! RIJCOSX wB97M-V def2-TZVPD def2/J DEFGRID3
* xyz 1 1
C -1.84 0.28 -0.91
C -0.71 0.36 0.17
N -0.82 -0.70 1.21
C 0.69 0.17 -0.55
C 1.82 0.62 0.39
O 0.83 -1.19 -0.81
H -1.65 -0.56 -1.54
H -1.76 1.26 -1.53
H -2.80 0.22 -0.37
H -0.52 1.32 0.72
H -0.24 -1.32 0.66
H -1.72 -1.07 1.43
H -0.05 -0.51 1.90
H 0.82 0.69 -1.45
H 1.81 1.62 0.68
H 1.65 0.09 1.36
H 2.83 0.29 -0.06
H 1.67 -1.55 -1.30
*
```

=====

What is the stability order? It is arrangement x, arrangement w, arrangement y, from most stable to least stable.